Density functional theory data (wB97M-V/def2-TZVPD) for a cluster of 3 separate species, C23H33BrF3IO6S in total.

```
68
C23H33BrF3IO6S | the Open Molecules 2025 dataset | wB97M-V/def2-TZVPD
O 3.2850 -5.3772 0.4818
C 3.3476 -4.0641 0.2326
C 2.3235 -2.9362 0.9201
C 1.3909 -2.3392 -0.2960
C 1.5404 -0.9481 -0.8851
C 2.6936 0.0801 -0.3119
C 2.8237 1.4862 -1.1803
O 3.6140 1.6184 -2.2555
Br 1.7013 3.0619 -0.6255
C 0.4455 -0.5596 -2.0813
O 0.7508 0.0873 -3.2085
C -1.1128 -1.0952 -1.7973
I -2.8206 0.1987 -2.2429
C -1.2580 -2.4834 -1.2004
S -2.9600 -3.2294 -0.7798
O -3.9041 -3.2645 -2.0082
O -2.7086 -4.6239 -0.1355
C -3.6327 -2.1236 0.6249
F -2.5365 -1.1882 1.0615
F -4.0043 -2.9152 1.8382
F -4.8142 -1.3184 0.1987
C 0.1649 -3.3069 -0.8939
O 0.3045 -4.6169 -1.1486
H 4.1270 -3.6310 -0.5549
H 1.5837 -3.4335 1.7104
H 2.9817 -2.1310 1.4591
H 2.3248 0.4173 0.7704
H 3.7305 -0.4538 -0.1346
C -5.9542 0.6784 -1.4974
C -6.7122 1.2618 -0.3153
C -8.2081 0.9374 -0.3391
C -8.9804 1.5000 -1.5382
C -8.9010 3.0183 -1.7112
C -9.5022 3.7866 -0.5443
H -6.3083 1.0888 -2.4477
H -4.8881 0.9119 -1.4132
H -6.0608 -0.4102 -1.5294
H -6.5541 2.3448 -0.2745
H -6.2832 0.8545 0.6085
H -8.6611 1.3016 0.5905
H -8.3354 -0.1524 -0.3275
H -10.0335 1.2077 -1.4386
H -8.6231 1.0226 -2.4581
H -9.4436 3.2928 -2.6243
H -7.8651 3.3343 -1.8642
H -10.5548 3.5207 -0.4039
H -9.4475 4.8632 -0.7344
H -8.9678 3.5879 0.3895
C 8.7965 1.7423 3.3515
C 8.9923 1.1409 1.9687
C 7.8709 1.5009 0.9906
C 6.4770 0.9936 1.3783
C 6.3640 -0.5202 1.5715
C 6.6598 -1.3096 0.3055
H 7.8859 1.3696 3.8298
H 9.6402 1.4814 3.9983
H 8.7369 2.8335 3.2967
H 9.0964 0.0537 2.0511
H 9.9411 1.5095 1.5599
H 8.1354 1.1190 -0.0025
H 7.8248 2.5924 0.8894
H 5.7672 1.3073 0.6023
H 6.1517 1.4904 2.2997
H 5.3423 -0.7538 1.8958
H 7.0246 -0.8556 2.3761
H 5.9765 -1.0235 -0.5005
H 6.5337 -2.3808 0.4919
H 7.6862 -1.1522 -0.0391
```

The gap between HOMO and LUMO comes out at 7.61 eV. As for the energy above the lowest of the compared OMol25 structures with the same formula, charge and spin: 259.31 kcal/mol. The value obtained for the molar mass is 701.4 g mol⁻¹. The SMILES is O=CCC1=C(CC(=O)Br)C(=O)C(I)=C(S(=O)(=O)C(F)(F)F)C1=O.CCCCCC.CCCCCC. As for the total energy: -4916.62862 hartree. As for the multiplicity: 1. The highest occupied orbital energy is -10.312 eV.



Density functional theory data (wB97M-V/def2-TZVPD) for a structure of composition C27H36N5O2ReTe.

```
72
C27H36N5O2ReTe | the Open Molecules 2025 dataset | wB97M-V/def2-TZVPD
Re 0.2624 0.2813 0.0176
C -0.8454 -0.8521 -3.1941
C -0.9855 0.6338 -3.4032
C -0.9320 1.1068 -4.7062
C -1.1082 2.4524 -4.9855
C -1.3498 3.3376 -3.9535
C -1.4247 2.9094 -2.6312
C -1.7266 3.9360 -1.5718
C -1.2352 1.5450 -2.3639
N -1.2756 1.1011 -0.9810
C -2.4422 1.3666 -0.2431
O -3.5114 1.6930 -0.6782
C -2.2104 1.1851 1.2354
C -3.0858 1.5031 2.2606
C -2.6729 1.2898 3.5721
C -1.4039 0.7665 3.8352
C -0.5929 0.4560 2.7629
N -1.0183 0.6658 1.5134
C 0.8153 -0.0635 2.8297
O 1.4748 -0.0311 3.8228
N 1.2851 -0.5125 1.5402
C 2.4118 -1.3608 1.4401
C 2.6842 -2.3879 2.3678
C 1.7340 -2.8277 3.4503
C 3.8688 -3.0982 2.2119
C 4.7352 -2.8543 1.1609
C 4.3929 -1.9294 0.1829
C 3.2318 -1.1918 0.3005
C 2.8892 -0.1992 -0.7763
H -0.6601 -1.3485 -4.1441
H -1.7676 -1.2697 -2.7703
H -0.0073 -1.1154 -2.5422
H -0.7514 0.4101 -5.5146
H -1.0628 2.8055 -6.0066
H -1.4969 4.3884 -4.1686
H -1.3665 4.9151 -1.8814
H -1.2784 3.7008 -0.6049
H -2.8020 4.0172 -1.4084
H -4.0514 1.9274 2.0178
H -3.3294 1.5441 4.3937
H -1.0416 0.6144 4.8436
H 0.6898 -2.5993 3.2178
H 1.9635 -2.3537 4.4046
H 1.8203 -3.9042 3.5862
H 4.1026 -3.8800 2.9234
H 5.6562 -3.4143 1.0750
H 5.0363 -1.7929 -0.6772
H 3.4787 -0.3826 -1.6744
H 3.0610 0.8295 -0.4715
H 1.8396 -0.3065 -1.1846
N -3.7250 -3.8112 -0.5597
C -2.6745 -3.5489 0.5001
C -2.1504 -2.0992 0.5007
N -0.7900 -1.9226 -0.0352
H -4.0139 -4.7957 -0.5463
H -3.3953 -3.6100 -1.5075
H -4.5700 -3.2535 -0.4024
H -1.8748 -4.2677 0.3263
H -3.1463 -3.7950 1.4488
H -2.1636 -1.7394 1.5279
H -2.8232 -1.4490 -0.0663
H -0.7434 -2.2281 -1.0031
H -0.1190 -2.4866 0.4849
C 2.9136 2.6143 1.5730
Te 1.1318 2.8361 0.4414
C 2.0304 3.4326 -1.3840
H 3.2543 3.6215 1.8035
H 3.6722 2.0815 1.0061
H 2.6858 2.0903 2.4984
H 2.9926 2.9419 -1.5016
H 2.1608 4.5112 -1.3414
H 1.3507 3.1712 -2.1931
```

The gap between HOMO and LUMO (spin up / spin down) comes out at 5.57 / 6.33 eV. The expectation value of S² is 0.778. As for the energy above the lowest of the compared OMol25 structures with the same formula, charge and spin: 6.49 kcal/mol. Its net charge is +3. The value obtained for the molar mass is 776.4 g mol⁻¹. As for the total energy: -1820.07225 hartree. As for the multiplicity: 2. The highest occupied orbital energy (spin up / spin down) is -16.029 / -16.331 eV.



Density functional theory data (wB97M-V/def2-TZVPD) for a structure of composition C12H30ClHgN2O4.

```
50
C12H30ClHgN2O4 | the Open Molecules 2025 dataset | wB97M-V/def2-TZVPD
Hg 1.1172 -3.3882 -1.5167
Cl -1.4637 -2.3726 -1.6623
C -5.7526 0.7995 3.6893
O -4.5987 1.1810 3.0188
C -4.5424 2.3903 2.2514
C -3.3785 2.2675 1.2995
N -3.7733 1.3598 0.2892
C -2.6709 0.6947 -0.2700
C -1.6114 1.6567 -0.8833
O -0.6697 2.0208 0.0193
C 0.3810 2.7453 -0.5818
H -6.6790 0.9157 3.1268
H -5.8918 1.5392 4.4777
H -5.6406 -0.2141 4.0744
H -4.3910 3.2737 2.8718
H -5.5058 2.5318 1.7617
H -2.4609 1.9972 1.8221
H -3.2238 3.2051 0.7655
H -4.2626 0.7491 0.9278
H -3.0168 0.0698 -1.0933
H -2.1514 -0.0001 0.3899
H -2.1107 2.4921 -1.3742
H -1.0507 1.1046 -1.6375
H 1.1072 2.1153 -1.0955
H 1.0125 3.2861 0.1231
H -0.0336 3.4967 -1.2538
C 5.6210 -0.2349 -4.0326
O 4.6389 -0.1534 -2.9589
C 4.6475 -1.3277 -2.1500
C 3.6522 -1.2310 -0.9680
N 2.1989 -1.2757 -1.3520
C 1.3251 -0.7316 -0.2319
C 1.2339 -1.6622 0.9836
O 1.0003 -3.0473 0.6696
C 1.1570 -3.8978 1.7676
H 5.5944 0.6509 -4.6672
H 5.4944 -1.1138 -4.6647
H 6.6446 -0.2048 -3.6593
H 5.5808 -1.4449 -1.5993
H 4.4652 -2.2295 -2.7345
H 3.9424 -0.2552 -0.5784
H 3.9336 -1.9118 -0.1647
H 2.1181 -0.5212 -2.0187
H 0.3077 -0.5450 -0.5758
H 1.5804 0.3059 -0.0163
H 0.4740 -1.3092 1.6808
H 2.1416 -1.4764 1.5577
H 2.1139 -3.8087 2.2819
H 1.0029 -4.9180 1.4162
H 0.3934 -3.5740 2.4749
```

The gap between HOMO and LUMO (spin up / spin down) comes out at 7.76 / 7.28 eV. The expectation value of S² is 0.754. The value obtained for the molar mass is 502.4 g mol⁻¹. As for the total energy: -1499.12576 hartree. As for the multiplicity: 2. The highest occupied orbital energy (spin up / spin down) is -7.265 / -8.494 eV.



Density functional theory data (wB97M-V/def2-TZVPD) for a cluster of 2 separate species, C5H13N2 in total.

```
20
C5H13N2 | the Open Molecules 2025 dataset | wB97M-V/def2-TZVPD
C -1.2812 0.8711 0.4194
C 2.7286 1.0104 0.5135
C 1.7538 -0.2581 -1.2965
C -2.9558 -1.0275 0.2318
C 2.3511 -0.2703 -0.1031
N -0.5561 -0.3212 0.7491
N -1.7416 -0.3718 -0.1157
H -2.0553 1.2005 1.1864
H -1.1444 1.5307 -0.4946
H 3.7349 1.3474 0.4258
H 2.1196 1.7294 0.0408
H 2.5252 0.9788 1.5307
H -1.6404 -0.5539 -1.1768
H 1.4967 -1.2575 -1.7205
H 1.5001 0.6364 -1.7186
H -2.8930 -2.1064 0.1042
H -3.2806 -0.7919 1.3388
H -3.7637 -0.6216 -0.4230
H 2.6970 -1.3071 0.2077
H 0.4051 -0.4174 0.3006
```

The gap between HOMO and LUMO (spin up / spin down) comes out at 6.05 / 9.71 eV. The expectation value of S² is 2.006. As for the energy above the lowest of the compared OMol25 structures with the same formula, charge and spin: 88.86 kcal/mol. Its net charge is +1. The value obtained for the molar mass is 101.2 g mol⁻¹. As for the total energy: -307.25815 hartree. As for the multiplicity: 3. The highest occupied orbital energy (spin up / spin down) is -9.321 / -15.977 eV.



Density functional theory data (wB97M-V/def2-TZVPD) for the molecule C3H4F5OP.

```
14
C3H4F5OP | the Open Molecules 2025 dataset | wB97M-V/def2-TZVPD
C -1.4612 -1.2456 -0.1459
C -0.2988 2.2225 -0.8804
C 1.4905 -0.6606 0.6938
O -1.1249 0.0745 -0.1224
F 0.5058 3.2849 -0.7315
F -0.3897 1.9572 -2.2016
F 0.9985 -1.5219 1.5820
F 2.6262 -0.1945 1.2627
F 1.6338 -1.3363 -0.4329
P 0.2253 0.7993 0.1662
H -1.1773 -1.4754 -1.2168
H -2.5348 -1.5149 0.1780
H -0.7710 -1.7720 0.4791
H 0.2776 1.3830 1.3696
```

The gap between HOMO and LUMO (spin up / spin down) comes out at 8.41 / 8.41 eV. As for the energy above the lowest of the compared OMol25 structures with the same formula, charge and spin: 49.36 kcal/mol. The value obtained for the molar mass is 182.0 g mol⁻¹. The SMILES is CO[P@H](=C(F)F)C(F)(F)F. As for the total energy: -1032.50890 hartree. As for the multiplicity: 1. The highest occupied orbital energy (spin up / spin down) is -8.353 / -8.354 eV.